1.
{
  "formula": "CHCl3N2",
  "method": "wB97M-V/def2-TZVPD",
  "e_homo_ev": -9.699,
  "homo_lumo_gap_ev": 9.18,
  "total_energy_ev": -41596.708,
  "smiles": "Cl/N=C/N(Cl)Cl",
  "e_above_lowest_kcal_mol": 20.52,
  "max_force_ev_per_a": 4.766,
  "symbols": ["Cl", "N", "C", "N", "Cl", "Cl", "H"],
  "positions_angstrom": [[-2.63, -1.14, -0.18], [-0.96, -0.87, -0.12], [-0.46, 0.27, 0.04], [1.00, 0.27, 0.33], [1.94, -1.28, 0.18], [1.91, 1.53, -0.36], [-0.81, 1.23, 0.11]],
  "mulliken_charge": [-0.073, -0.333, 0.156, -0.071, -0.036, -0.022, 0.380]
}

=====

2.
{
  "formula": "CHCl3O2S",
  "method": "wB97M-V/def2-TZVPD",
  "e_homo_ev": [-10.481, -9.796],
  "homo_lumo_gap_ev": [8.47, 7.02],
  "total_energy_ev": -53547.764,
  "e_above_lowest_kcal_mol": 42.06,
  "max_force_ev_per_a": 3.213,
  "symbols": ["C", "O", "O", "S", "Cl", "Cl", "Cl", "H"],
  "positions_angstrom": [[-2.06, -0.43, 0.34], [2.12, -1.28, -0.97], [-1.76, 0.29, 1.19], [2.78, -0.43, 0.00], [1.33, 3.09, -0.73], [-1.22, -1.91, -0.11], [1.60, 1.04, 0.62], [-2.81, -0.36, -0.35]],
  "mulliken_charge": [0.113, -0.333, -0.321, 0.488, -0.210, -0.147, 0.045, 0.364]
}